No. 1
Here is a cluster of 2 separate species, C5H5NO in total from the OMol25 dataset. Energies are from ωB97M-V/def2-TZVPD.

```
! wB97M-V def2-TZVPD RIJCOSX def2/J DEFGRID3
* xyz 0 1
O 1.18222 0.62955 1.47386
N 0.74407 0.74822 -1.38827
C 0.36321 -0.23693 1.43904
C 0.29998 1.61895 -2.19236
C -1.18945 -1.70720 1.79019
C 0.00286 -1.43686 2.32786
C -0.61597 -0.95314 0.64418
H 0.54567 2.68702 -2.15566
H -0.37875 1.30455 -2.98886
H 1.34146 1.17041 -0.67366
H -2.01691 -2.38651 1.99949
H -0.27838 -1.43807 -0.27579
*
```

Its HOMO energy (alpha / beta) is -8.955 / -8.955 eV. The energy above the lowest of the compared OMol25 structures with the same formula, charge and spin comes out at 130.16 kcal per mole. As for the SMILES: O=C1C2=C[C@@H]12.C=N.

---

No. 2
Here is a structure of composition C19H18As4CrF24N3O7 from the OMol25 dataset. Energies are from ωB97M-V/def2-TZVPD.

```
! wB97M-V def2-TZVPD RIJCOSX def2/J DEFGRID3
* xyz -2 4
As -2.13527 -4.08478 -0.42716
As 0.10659 -3.49667 3.82199
As 2.85028 -3.21537 -0.18343
As -3.48733 0.12917 2.04568
Cr -0.05538 -0.85132 0.68788
F 3.32854 -3.10078 1.44817
F -1.51075 -4.03783 3.74488
F -3.62374 -0.88170 3.39338
F -1.81944 -0.52406 1.70421
F 4.21217 -4.16661 -0.60822
F -1.12949 -4.98092 0.61805
F 1.96978 -4.60186 0.15537
F -4.17910 -1.03343 1.03653
F 3.73359 -1.75338 -0.47493
F 0.57432 -4.82937 2.85395
F -2.65418 1.27425 3.04298
F 2.21823 -3.17980 -1.78019
F -5.02683 0.82771 2.35551
F -2.91342 -5.57186 -0.91094
F 0.35242 -4.36957 5.27601
F -0.29736 -2.06275 4.66235
F 1.75693 -3.00390 3.79889
F 1.38567 -2.17065 0.21242
F -0.18281 -2.55875 2.31572
F -3.18923 -3.21599 -1.50198
F -3.29033 1.21001 0.70847
F -3.24093 -3.86130 0.83252
F -0.92550 -4.30197 -1.65020
F -1.32258 -2.52515 -0.01729
O -0.65253 1.48128 0.56054
O 1.04331 0.90889 -2.98666
O 1.09743 -0.09855 2.02939
O 1.25806 0.12620 -1.00526
O -0.19931 3.03957 -0.83480
O -0.80066 -1.58784 -2.81426
O -1.52052 -0.32422 -1.23048
N -0.38991 2.62376 0.29737
N 1.68789 0.63659 -2.01015
N -1.59177 -0.80570 -2.35817
C -0.44435 3.12443 2.67186
C 5.81276 1.60246 -2.14153
C -3.66325 -0.16923 -5.34342
C 0.50138 5.70395 2.18876
C -0.22849 3.56882 1.37403
C -4.58349 0.77260 -4.86805
C 3.79101 1.14552 -0.92051
C 0.14665 4.87684 1.13406
C -2.65617 -0.33820 -3.20449
C 3.81010 0.92389 -3.28610
C 5.11554 1.38523 -3.33602
C 5.12494 1.51840 -0.93886
C 3.12522 0.83890 -2.10259
C 0.34216 5.24678 3.50398
C -2.75782 -0.78868 -4.49253
C -0.19176 3.98481 3.72973
C 1.71768 0.26077 3.16155
C -4.46252 1.19965 -3.55764
C -3.49648 0.63173 -2.72442
H 0.62222 5.85450 4.35582
H -3.43453 0.95084 -1.69107
H -5.11597 1.90469 -3.05702
H -2.04985 -1.47824 -4.92960
H -0.23812 3.56111 4.72536
H -3.80057 -0.55078 -6.34912
H 1.20430 1.09634 3.69112
H 0.23708 5.26801 0.12769
H 3.18184 1.15248 -0.02390
H -5.22679 1.22336 -5.61483
H 3.38450 0.58009 -4.22416
H 2.73176 0.59831 2.92621
H 5.68499 1.59707 -0.01422
H 0.84319 6.71131 1.99338
H -0.67365 2.07863 2.82191
H 1.66239 -0.46428 3.98676
H 5.68555 1.49788 -4.24875
H 6.86172 1.86859 -2.13152
*
```

Its HOMO energy (alpha / beta) is -5.512 / -6.209 eV. As for the expectation value of S²: 4.16. The energy above the lowest of the compared OMol25 structures with the same formula, charge and spin comes out at 0.00 kcal per mole.

---

No. 3
Here is a cluster of 2 separate species, C4H15N4 in total from the OMol25 dataset. Energies are from ωB97M-V/def2-TZVPD.

```
! wB97M-V def2-TZVPD RIJCOSX def2/J DEFGRID3
* xyz 1 1
N -1.87814 -1.10271 0.07193
N 1.54473 -0.48142 0.07490
N 0.41284 1.57748 0.08899
N -3.16178 -0.77767 0.44270
C 2.13623 -0.44226 1.36809
C 1.92365 -1.54427 -0.94760
C -0.59792 2.45412 -0.56575
C 0.66340 0.37118 -0.40606
H -4.00967 -1.34859 0.69530
H -0.35408 3.50398 -0.25812
H 2.51459 -1.13346 -1.85101
H 1.02840 -2.09977 -1.40618
H 1.78475 -1.32259 1.94512
H -3.52991 -0.13480 -0.27117
H -2.94010 -0.10451 1.24954
H -1.60120 2.19848 -0.12828
H -0.44847 2.21560 -1.66531
H -1.89049 -1.52758 -0.83822
H 0.02553 0.04576 -1.30211
H 1.80585 0.48391 2.02543
H 2.58925 -2.31621 -0.66528
H 3.27026 -0.44632 1.30429
H 0.71227 1.93165 1.03882
*
```

Its HOMO energy is -10.879 eV. The energy above the lowest of the compared OMol25 structures with the same formula, charge and spin comes out at 121.02 kcal per mole.

---

no.,maximum force (eV/Å),electronic energy (eV)
1,0.94,-8797.775
2,3.01,-375801.749
3,4.47,-10341.534